Formula: C33H56N5OPPrSSi3
Source: the OMol25 dataset
Level of theory: the ωB97M-V functional and the def2-TZVPD basis

HOMO-LUMO gap (spin up / spin down): 7.25 / 7.24 eV
2S+1: 3
total charge: +1
LUMO energy (spin up / spin down): -3.0 / -3.0 eV

Last column: Mulliken spin population.
Element x y z (Å)
Pr 0.079 -0.224 0.045  2.03
C 2.035 -2.592 0.694  0.01
C 1.438 -3.589 -0.074  0.00
C 1.976 -3.938 -1.304  0.00
C 3.112 -3.298 -1.772  0.00
C 3.709 -2.303 -1.016  0.00
C 3.178 -1.951 0.217  0.00
H 1.702 -2.415 1.712  0.00
H 0.596 -4.138 0.324  0.00
H 1.523 -4.726 -1.885  0.00
H 3.542 -3.586 -2.720  0.00
H 4.607 -1.820 -1.372  0.00
H 3.681 -1.220 0.834  0.00
C 1.756 5.685 3.494  0.00
C 0.942 4.941 2.446  0.00
N 1.772 3.967 1.776  0.00
C 1.318 2.933 1.028  0.00
S -0.266 2.344 1.291  -0.01
N 2.197 2.504 0.144  0.00
N 1.901 1.451 -0.643  -0.01
C 2.680 1.275 -1.675  -0.01
C 3.833 2.185 -1.979  0.00
C 2.350 0.201 -2.595  0.01
C 3.018 0.072 -3.823  0.00
C 2.632 -0.903 -4.718  0.00
C 1.592 -1.754 -4.365  0.00
C 0.998 -1.584 -3.125  0.00
N 1.348 -0.643 -2.253  0.00
H 1.165 6.492 3.914  0.00
H 2.650 6.113 3.046  0.00
H 2.060 5.022 4.298  0.00
H 0.541 5.653 1.711  0.00
H 0.096 4.420 2.898  0.00
H 2.668 4.322 1.464  0.00
H 3.971 2.855 -1.135  0.00
H 3.625 2.786 -2.863  0.00
H 4.748 1.621 -2.149  0.00
H 3.811 0.753 -4.084  0.00
H 3.123 -0.997 -5.675  0.00
H 1.232 -2.512 -5.039  0.00
H 0.186 -2.226 -2.820  0.00
C -1.120 1.802 -2.401  0.00
Si -2.700 1.018 -1.616  0.00
C -4.148 1.241 -2.844  0.00
C -3.208 2.143 -0.149  0.00
C -2.231 -0.769 -1.106  0.00
Si -2.574 -2.009 -2.523  0.00
C -1.664 -3.678 -2.222  0.00
C -4.407 -2.503 -2.725  0.00
C -2.063 -1.399 -4.271  0.00
Si -3.213 -1.338 0.403  0.00
C -5.083 -0.990 0.553  0.00
C -2.918 -3.177 0.871  0.00
C -2.401 -0.567 1.976  0.00
C -3.106 0.152 2.934  0.00
C -2.565 0.376 4.186  0.00
C -1.344 -0.210 4.481  0.00
C -0.677 -0.877 3.470  0.00
N -1.154 -1.012 2.232  0.00
H -1.369 2.667 -3.008  0.00
H -0.594 1.096 -3.043  0.00
H -0.427 2.149 -1.629  0.00
H -4.363 2.294 -3.008  0.00
H -5.049 0.785 -2.447  0.00
H -3.948 0.790 -3.808  0.00
H -2.861 3.160 -0.295  0.00
H -2.807 1.802 0.801  0.00
H -4.287 2.185 -0.051  0.00
H -2.372 -4.444 -1.930  0.00
H -0.918 -3.610 -1.437  0.00
H -1.174 -4.044 -3.119  0.00
H -4.752 -3.120 -1.902  0.00
H -4.561 -3.067 -3.640  0.00
H -5.049 -1.631 -2.770  0.00
H -1.311 -0.619 -4.262  0.00
H -2.930 -1.004 -4.789  0.00
H -1.684 -2.216 -4.879  0.00
H -5.624 -1.510 -0.230  0.00
H -5.294 0.068 0.439  0.00
H -5.495 -1.317 1.504  0.00
H -3.361 -3.855 0.153  0.00
H -3.346 -3.405 1.844  0.00
H -1.853 -3.395 0.923  0.00
H -4.081 0.536 2.684  0.00
H -3.093 0.956 4.927  0.00
H -0.924 -0.148 5.472  0.00
H 0.275 -1.356 3.667  0.00
C 4.100 1.454 2.568  0.00
P 2.587 0.601 3.142  0.00
C 3.193 -0.710 4.272  0.00
C 1.625 1.725 4.214  0.00
O 1.785 0.043 2.008  0.00
H 4.530 2.052 3.366  0.00
H 3.850 2.087 1.719  0.00
H 4.828 0.706 2.255  0.00
H 3.800 -0.263 5.052  0.00
H 3.788 -1.435 3.722  0.00
H 2.348 -1.218 4.730  0.00
H 2.236 2.550 4.565  0.00
H 1.259 1.169 5.074  0.00
H 0.778 2.109 3.649  0.00